Record 1
73
Properties=species:S:1:pos:R:3:forces:R:3 method="wB97M-V/def2-TZVPD" e_homo_ha="-0.336 / -0.382" e_tot_ha=-2868.16489 multiplicity=4 total_charge=+1 s_squared=3.7686
V 0.246 -0.820 0.133 -0.5137 -1.8067 -1.7784
N -0.719 -2.306 1.528 0.2645 -0.2032 0.0232
C -0.010 -3.611 1.526 -0.0079 0.3197 -0.1139
C 1.460 -3.399 1.198 -0.1076 0.1908 -0.1716
N 1.652 -2.515 0.019 0.2529 -0.4310 -0.0414
C 1.622 -3.189 -1.297 -0.0987 0.1168 0.1906
C 0.200 -3.333 -1.806 -0.0533 0.2803 0.1807
N -0.489 -2.020 -1.706 0.5030 -0.1973 -0.0067
H -1.720 -2.445 1.531 -0.1743 -0.0728 -0.0254
H -0.497 -1.808 2.385 0.0003 0.0264 0.1197
H -0.081 -4.118 2.484 -0.0426 -0.0651 0.1748
H -0.483 -4.257 0.794 -0.1068 -0.0511 -0.1081
H 1.936 -2.909 2.044 0.0799 0.0661 0.0377
H 1.947 -4.364 1.055 0.0578 -0.0913 -0.0335
H 2.567 -2.090 0.123 0.0484 0.0431 0.0128
H 2.177 -2.562 -1.994 0.0880 0.0609 -0.0251
H 2.110 -4.166 -1.268 0.0303 -0.0628 0.0283
H 0.222 -3.714 -2.823 -0.0347 -0.0256 -0.1946
H -0.350 -4.053 -1.211 -0.1090 -0.0581 0.0680
H -0.196 -1.442 -2.487 -0.0388 -0.0359 -0.1097
H -1.489 -2.136 -1.805 -0.1222 -0.0443 -0.0067
C 0.914 3.469 2.986 -0.0864 -0.0587 0.0304
C -0.069 2.360 3.244 0.0198 -0.0055 -0.1390
C -0.342 1.934 4.547 0.0166 0.0348 0.0314
C -1.247 0.916 4.744 -0.0153 -0.0428 0.1207
C -1.865 0.338 3.641 -0.0146 -0.2868 0.0426
C -1.532 0.809 2.383 0.1402 0.0414 -0.2056
N -0.661 1.803 2.190 0.0164 0.0581 -0.0509
C -2.210 0.310 1.147 0.2409 0.3101 -0.4681
C -3.569 0.022 1.191 -0.0524 0.0053 0.3084
C -4.263 -0.212 0.025 -0.0583 -0.0212 -0.1041
C -3.599 -0.018 -1.174 -0.1880 0.0354 -0.0596
C -2.246 0.276 -1.178 0.1809 -0.0961 0.3201
N -1.506 0.282 -0.027 -1.7452 0.8895 -0.0510
C -1.647 0.643 -2.504 0.2456 -0.0542 0.1830
C -2.108 0.071 -3.682 -0.1118 -0.2034 -0.0398
C -1.618 0.547 -4.890 -0.0514 -0.0939 -0.1324
C -0.686 1.561 -4.891 0.1215 0.1511 -0.0074
C -0.225 2.052 -3.668 -0.1573 0.1293 0.1067
C 0.852 3.101 -3.601 -0.0677 0.0043 -0.0450
N -0.709 1.593 -2.509 0.0802 0.2334 0.0201
H 0.595 4.391 3.478 0.0297 -0.0612 -0.0198
H 0.991 3.652 1.916 -0.0058 -0.0017 0.0024
H 1.899 3.204 3.377 -0.0443 -0.0199 -0.0065
H 0.156 2.408 5.384 -0.0057 -0.0396 -0.0423
H -1.475 0.566 5.745 0.0205 0.0224 -0.0873
H -2.569 -0.479 3.768 0.0300 0.0902 -0.0054
H -4.090 0.049 2.139 0.0752 -0.0149 -0.0280
H -5.320 -0.446 0.043 0.0392 0.0195 -0.0037
H -4.144 -0.039 -2.108 0.0038 0.0485 0.0583
H -2.826 -0.741 -3.665 0.0372 0.1027 -0.0245
H -1.965 0.121 -5.825 0.0011 0.0256 0.0685
H -0.295 1.963 -5.820 -0.0254 -0.0319 0.0912
H 0.594 3.960 -4.226 0.0153 -0.0809 0.0593
H 1.800 2.697 -3.970 -0.0905 0.0308 0.0418
H 0.985 3.441 -2.575 -0.0117 -0.0213 -0.0679
S 3.195 -0.001 3.642 -0.0374 -0.0106 -0.0416
C 2.093 -0.175 2.480 -0.2292 0.0638 -0.1317
N 1.284 -0.305 1.628 1.5049 0.7196 2.3574
N 1.497 0.599 -0.914 0.3427 0.2713 -0.4205
C 2.484 0.283 -1.904 -0.0548 0.0410 0.0350
C 2.097 -0.025 -3.204 -0.0953 -0.1115 -0.1441
C 3.052 -0.345 -4.163 -0.0040 -0.0299 0.0617
C 4.401 -0.363 -3.832 -0.0141 0.0253 0.0156
C 4.786 -0.059 -2.532 -0.0048 -0.0234 -0.0169
C 3.835 0.264 -1.572 -0.0145 -0.1038 0.1208
H 1.918 1.072 -0.124 0.1590 -0.0010 0.1644
H 0.787 1.228 -1.283 -0.1890 0.1879 -0.2413
H 1.047 0.025 -3.489 0.2594 -0.1407 0.0800
H 2.738 -0.579 -5.174 0.0112 0.0382 0.0519
H 5.145 -0.598 -4.583 -0.0504 -0.0073 0.0631
H 5.836 -0.061 -2.262 -0.0833 -0.0048 -0.0107
H 4.139 0.499 -0.556 0.0015 0.0286 -0.0603

Record 2
77
Properties=species:S:1:pos:R:3:forces:R:3 method="wB97M-V/def2-TZVPD" e_homo_ha=-0.378 e_tot_ha=-5246.92929 total_charge=+1
C -2.222 -1.807 2.266 0.5119 0.3768 0.3864
O -3.377 -2.315 1.548 1.0623 -0.1131 -1.4555
B -3.093 -2.488 0.171 -0.7154 1.8625 1.6271
O -3.614 -1.547 -0.725 1.6607 -1.3170 0.4325
C -2.233 -3.791 -0.277 -1.4360 0.5153 -0.4702
N -3.040 -4.817 -0.779 4.7358 0.1874 0.6398
C -2.127 -5.859 -1.089 1.0925 0.6866 0.5244
Br -2.784 -7.518 -1.824 0.8194 1.5122 0.7080
C -0.807 -5.403 -0.743 -1.4440 -1.0831 -0.7544
I 0.950 -6.597 -0.955 -1.1918 0.7925 0.2232
N -0.886 -4.061 -0.250 -3.6822 -2.2251 -1.3492
C 0.166 -3.117 0.203 0.6030 0.3583 0.9150
C 1.483 -3.113 -0.667 -0.3461 -0.2988 -0.0932
C 2.022 -1.673 -1.024 1.0509 -0.7240 -1.0610
S 1.883 -0.451 0.347 -0.3605 0.5488 -0.6998
C 1.434 1.189 -0.299 -0.9196 1.1802 0.5238
S 0.633 2.205 0.732 0.8983 -1.2281 -0.8062
N 1.737 1.695 -1.634 0.3178 -2.4272 -0.6767
C 3.150 1.530 -1.978 3.7785 0.5269 -0.1102
C 4.075 2.565 -1.443 0.6462 -0.8864 -0.6374
C 5.530 2.544 -1.646 -1.3103 -2.3146 -1.0539
C 6.129 1.430 -2.417 -2.8667 0.2594 0.4461
C 5.214 0.414 -2.968 -0.4832 1.1560 0.8942
C 3.742 0.431 -2.759 1.5022 1.7290 0.9333
C 0.836 1.188 -2.644 -2.8723 -1.1955 -2.3401
C 1.042 1.460 -4.101 -0.8918 -0.5862 0.3233
C 0.140 0.993 -5.151 -1.2259 -1.0080 2.0197
C -1.080 0.201 -4.818 2.0048 0.9079 2.3526
C -1.300 -0.094 -3.396 1.5706 1.3374 -0.6900
C -0.387 0.396 -2.324 0.2803 0.3393 -2.3093
H -1.519 -2.640 2.549 -0.5798 0.8178 -0.3897
H -1.725 -1.032 1.611 -0.1150 -0.7229 0.9002
H -2.520 -1.284 3.216 -0.0840 -0.6400 -1.0638
H -3.160 -0.691 -0.588 -0.8202 -0.1715 -0.0194
H -4.054 -4.803 -0.897 0.5088 -0.0171 0.0426
H 0.395 -3.390 1.279 -0.1761 0.3062 -1.2536
H -0.301 -2.097 0.239 0.4181 -0.9866 -0.2287
H 1.283 -3.650 -1.645 0.2252 0.7211 1.0522
H 2.264 -3.725 -0.142 -0.7159 0.7054 -0.4203
H 3.127 -1.787 -1.246 -1.2821 0.1262 0.2283
H 1.551 -1.361 -1.992 0.1959 0.1124 1.2101
H 3.674 3.425 -0.834 0.2745 -1.0875 -0.7521
H 6.175 3.337 -1.202 -0.7668 -0.7408 -0.4354
H 7.237 1.346 -2.582 -1.3809 0.1395 0.1649
H 5.688 -0.413 -3.567 -0.7971 0.9126 0.7034
H 3.097 -0.378 -3.182 0.8106 0.9545 0.2858
H 1.942 2.050 -4.428 -1.0497 -0.6976 0.5410
H 0.325 1.195 -6.239 0.0609 -0.0015 1.3979
H -1.808 -0.160 -5.585 0.9251 0.4411 0.7616
H -2.210 -0.683 -3.112 1.0212 0.6481 -0.1736
H -0.678 0.135 -1.278 0.5148 0.3964 -0.9093
C -6.551 -2.950 3.262 0.3231 -0.1196 0.1099
C -7.905 -3.188 3.902 -0.3006 -0.1459 -0.1385
C -8.100 -1.913 4.703 0.0531 0.1695 0.2521
O -7.415 -0.871 3.994 0.0779 -0.3307 -0.0914
C -6.594 -1.460 2.981 -0.1549 0.2835 -0.1262
H -6.377 -3.548 2.366 -0.0106 0.0381 0.0179
H -5.756 -3.172 3.981 -0.0078 -0.0086 -0.0621
H -8.673 -3.264 3.127 0.0154 -0.0157 0.0601
H -7.950 -4.088 4.516 -0.0025 0.0627 -0.0047
H -7.650 -1.995 5.698 -0.0744 -0.0634 0.0237
H -9.152 -1.647 4.818 0.0759 0.0903 -0.0200
H -7.059 -1.253 2.010 0.0989 -0.0346 -0.0668
H -5.604 -1.000 2.998 -0.0653 0.0691 0.0303
C 5.018 7.459 1.612 -0.2094 0.2880 -0.0007
C 5.208 6.403 2.682 0.3011 -0.1271 0.1471
C 4.292 5.295 2.197 -0.2833 -0.1180 0.0079
O 4.263 5.378 0.765 0.1152 0.1231 0.1217
C 4.868 6.615 0.360 0.1351 -0.1260 -0.2300
H 5.840 8.173 1.547 -0.0356 -0.0475 -0.0218
H 4.096 8.017 1.800 0.0612 0.0041 -0.0336
H 6.246 6.057 2.681 -0.0513 0.0063 0.0417
H 4.965 6.747 3.688 -0.0112 -0.0342 -0.0520
H 3.269 5.436 2.563 0.0268 -0.0213 0.0837
H 4.635 4.303 2.500 -0.0413 -0.0070 -0.1090
H 5.843 6.382 -0.081 0.0124 0.1003 -0.0281
H 4.248 7.095 -0.399 -0.0245 -0.1206 0.0047

Relative energy (zero: lowest compared OMol25 entry of this formula, charge and spin) (computed, kJ/mol): 68.2; 366.0
Maximum force (computed, eV/A): 2.89; 4.78